# 1
Here is C15H12F4N2S as an isolated structure from OMol25. Energies are from ωB97M-V with the def2-TZVPD basis set.

Summary:
HOMO-LUMO gap = 7.57 eV
Energy above the lowest of the compared OMol25 structures with the same formula, charge and spin = 0.000 eV
Electronic energy = -40429.7751 eV
M = 328.334 g mol⁻¹

Cartesian coordinates (Å):
F  -0.58768  4.84397  -2.03176
C  -1.78472  4.38926  -1.36426
F  -2.13701  5.43995  -0.43879
F  -2.77046  4.19407  -2.36524
C  -1.40036  3.07607  -0.54240
C  -1.22812  1.75863  -1.49954
C  0.31725  1.29507  -1.28716
C  0.63397  0.73053  0.17728
C  2.08138  0.30625  0.50288
C  3.14100  0.45891  -0.66073
N  4.54366  0.12457  -0.55664
S  5.23687  0.45769  -2.09381
N  3.95267  1.04422  -3.08449
C  2.85710  0.99931  -2.12269
C  1.37515  1.43567  -2.40709
H  -2.13680  2.82701  0.29371
H  -0.39189  3.30191  -0.01889
H  -1.45196  1.98063  -2.59606
H  -1.85308  0.86731  -1.12390
H  -0.18676  0.65732  0.96280
H  2.31401  -0.07908  1.54773
H  0.99907  1.85516  -3.41254
F  -1.33145  -0.83613  1.73657
C  -1.14601  -2.16255  1.87287
C  0.02042  -2.74007  1.39577
C  0.21332  -4.11019  1.54164
C  -0.76715  -4.88821  2.15318
C  -1.93662  -4.29779  2.62384
C  -2.12529  -2.92620  2.48818
H  0.76822  -2.12001  0.91525
H  1.12573  -4.57139  1.17883
H  -0.61773  -5.95777  2.26260
H  -2.70106  -4.90572  3.09620
H  -3.02566  -2.44840  2.85666

Cartesian forces, eV/Å:
-3.0157 -0.8407 1.2351
1.2217 0.3756 0.3798
0.3886 -2.4201 -2.7355
2.1534 0.8834 2.6012
-0.0127 -0.2894 -0.2179
1.8651 -0.1547 0.7407
2.4668 -0.4405 -0.9352
4.5400 -0.0967 -2.0540
-3.1179 1.7910 -3.0716
1.7703 -0.0244 -0.9963
-3.3036 1.5399 -2.7964
-2.5401 0.1874 1.0368
-1.9228 -1.3028 6.0031
-1.3213 0.1570 0.0531
-1.3235 -0.9679 3.4491
0.6977 0.7655 -1.3439
-1.7353 -0.1971 -1.0386
0.3261 -0.3169 1.5943
0.6959 1.6361 -0.6442
1.4330 0.1772 -1.4036
0.0139 0.5692 -1.7798
0.9583 -0.7949 1.7801
-0.2599 0.0882 0.1296
0.1468 -1.0786 0.1113
0.1253 0.1797 -0.0684
-0.3476 0.0293 0.1591
0.0403 -0.0295 -0.0156
0.2716 0.0874 -0.1413
-0.1468 0.1824 0.0293
-0.0777 -0.0232 0.0155
-0.0931 0.0936 0.0148
-0.0247 0.1278 -0.0104
0.0724 0.1055 -0.0369
0.0558 0.0015 -0.0433

=====

# 2
Here is C15H12HgN4O5S as an isolated structure from OMol25. Energies are from ωB97M-V with the def2-TZVPD basis set.

Summary:
Multiplicity = 2
HOMO-LUMO gap (alpha / beta) = 5.76 / 7.19 eV
Energy above the lowest of the compared OMol25 structures with the same formula, charge and spin = 0.143 eV
⟨S²⟩ = 0.764
Electronic energy = -46959.1889 eV
Net charge = -1
M = 560.941 g mol⁻¹

Cartesian coordinates (Å):
Hg  -0.02175  0.17401  -0.33051
N  0.82008  3.29727  2.33648
C  0.55850  2.02603  1.88725
S  -1.05201  1.79744  1.21093
N  1.47734  1.12964  2.07457
N  1.19023  -0.09716  1.54097
C  1.80124  -1.13049  1.97524
C  1.54208  -2.48062  1.52650
C  2.40779  -3.47116  2.00545
C  2.28446  -4.80330  1.67497
C  1.22624  -5.18684  0.84968
C  0.34488  -4.24781  0.36390
C  0.46255  -2.85382  0.65026
O  -0.41064  -2.05114  0.15182
H  0.32844  4.00395  1.81495
H  1.80176  3.47828  2.48484
H  2.54680  -0.99685  2.76287
H  3.21883  -3.15390  2.65423
H  2.97877  -5.53897  2.06017
H  1.09656  -6.23260  0.59133
H  -0.50995  -4.55102  -0.23270
O  1.06424  -3.14275  -2.74442
C  1.62133  -1.97187  -2.42130
O  2.54504  -1.86226  -1.65757
C  1.09806  -0.81382  -3.20356
C  1.07991  -0.91655  -4.57267
C  0.84454  0.26222  -5.32463
C  0.71264  1.44383  -4.66171
C  0.74766  1.50178  -3.24720
N  0.85878  0.31331  -2.51197
C  0.73799  2.72402  -2.49472
O  0.61064  3.90934  -3.18298
O  0.87178  2.80235  -1.28638
H  1.39135  -3.80258  -2.10782
H  1.27146  -1.86574  -5.05086
H  0.82419  0.22407  -6.40594
H  0.60473  2.35297  -5.24336
H  0.56154  3.72683  -4.12473

Cartesian forces, eV/Å:
-0.0238 0.0923 -1.2033
-0.0161 0.0714 0.1241
-0.1049 -0.3160 0.0621
-0.0252 0.1158 0.0021
0.3648 0.3145 0.2163
0.1309 -0.1889 0.3031
-0.0894 0.2681 0.1080
-0.0424 -0.2505 -0.3070
0.0434 0.0800 -0.0291
0.0967 -0.1125 0.0923
0.0044 0.1165 -0.0377
-0.0596 -0.0593 -0.0198
-0.0099 -0.0519 0.1161
0.1140 0.0064 -0.1981
0.0263 0.0508 -0.0078
0.0044 -0.0167 -0.0282
-0.0179 0.0230 0.0290
-0.0069 -0.0247 0.0201
0.0161 0.0300 0.0038
-0.0417 0.0036 0.0129
0.0733 0.0845 -0.0557
-0.2837 -0.3388 0.0518
0.4047 0.1184 0.0342
-0.2213 -0.0929 0.2944
-0.0368 -0.0499 -0.4268
-0.0381 -0.1000 0.3273
-0.0210 0.0177 -0.2850
-0.0052 0.0927 0.2678
-0.1608 -0.4335 -0.1265
-0.2216 0.2477 0.4287
0.3038 0.2880 0.4304
-0.0538 0.0108 -0.0683
-0.0902 -0.1180 -0.0892
0.0486 0.0995 -0.0157
0.0371 -0.0115 0.0500
-0.0221 0.0451 0.0074
-0.0327 -0.0571 -0.0531
-0.0434 0.0456 -0.0304

=====

# 3
Here is C15H12I2N2O10RhSTm as an isolated structure from OMol25. Energies are from ωB97M-V with the def2-TZVPD basis set.

Summary:
Multiplicity = 7
HOMO-LUMO gap (alpha / beta) = 7.37 / 3.76 eV
Energy above the lowest of the compared OMol25 structures with the same formula, charge and spin = 0.000 eV
⟨S²⟩ = 12.173
Electronic energy = -98726.6464 eV
Net charge = +4
M = 937.980 g mol⁻¹

Cartesian coordinates (Å):
I  -1.76663  1.45979  1.51282
I  -1.36493  -3.37201  0.44668
Tm  -0.51576  -0.69954  -0.23362
Rh  -1.96621  1.51451  -1.32566
S  -3.33549  -0.35916  -0.62930
C  -1.72974  1.25696  -3.14453
C  -0.72893  2.88938  -1.38471
C  -4.24365  -1.32192  -1.87834
C  -4.73349  -2.57888  -1.17145
C  -3.41748  -1.68387  -3.09368
C  -5.43478  -0.43819  -2.25219
C  1.94794  -2.13802  -0.78807
C  0.01038  -1.84601  -2.47638
O  0.05090  3.74029  -1.47627
O  -1.50767  1.22046  -4.28463
O  3.04905  -2.26343  -1.07466
O  0.22109  -2.48919  -3.40489
H  -5.36598  -3.12625  -1.87630
H  -5.32226  -2.30758  -0.28957
H  -3.89715  -3.20742  -0.84580
H  -4.10045  -2.17079  -3.80600
H  -2.60814  -2.38418  -2.85925
H  -2.98771  -0.79660  -3.56844
H  -6.06673  -0.97146  -2.96794
H  -5.11053  0.50869  -2.69608
H  -6.02318  -0.21415  -1.35663
O  1.32370  0.70938  -0.18917
C  1.59657  0.22352  0.98038
O  0.90310  -0.77052  1.43727
C  2.66855  0.78682  1.84621
C  3.17100  -0.03150  2.86368
C  4.28631  0.41153  3.60133
C  4.79033  1.71113  3.41972
C  4.20265  2.55029  2.46594
C  3.15620  2.08158  1.63406
N  4.65315  3.90658  2.36538
O  5.57152  4.28489  3.12305
O  4.10978  4.67398  1.54482
N  4.94456  -0.55117  4.43054
O  4.44908  -1.69873  4.48503
O  5.97169  -0.23131  5.05861
H  2.74647  -1.01929  3.02163
H  5.65406  2.04241  3.98983
H  2.74885  2.69899  0.84659

Cartesian forces, eV/Å:
-0.5620 0.7037 0.0574
-0.3308 -1.1572 0.3877
2.1289 -0.0295 -0.5631
-2.1516 -1.4994 2.4301
0.2806 0.6639 -0.7822
1.1246 0.1692 -5.8778
4.5586 4.8212 -1.2438
-0.7136 -0.9425 -0.3238
-0.1927 0.2981 0.4376
0.5644 0.3484 -0.1750
-0.0298 0.8754 0.4682
3.6121 -0.3721 -0.8543
0.2695 -2.3284 -4.0553
-3.1079 -3.3601 0.6115
-0.9684 -0.0272 4.7360
-3.4173 0.2724 0.9817
-0.6729 2.4203 3.4516
0.1204 -0.1358 0.2005
-0.0609 -0.2494 -0.1281
-0.0682 -0.1998 -0.1467
0.2543 0.1207 0.1206
-0.1869 -0.0456 -0.0235
-0.2139 -0.2396 -0.1619
0.0836 -0.0818 0.0309
-0.1352 -0.1239 -0.1141
-0.1524 -0.0083 -0.2366
-0.3153 -0.8497 1.6653
-0.4585 0.0659 -0.3248
0.3931 1.0221 -0.4001
0.0657 -0.2226 0.0461
-0.4461 -0.1028 -0.6277
-0.3464 0.4758 -0.6585
0.3098 0.2968 -0.3846
-0.2305 -1.7277 0.9210
0.2909 -0.4228 0.2189
2.1387 4.2121 0.3815
-2.0179 -1.6254 -1.4010
0.1518 -2.1114 0.9532
3.3921 1.9030 2.1375
-0.2779 -0.4560 -0.3497
-2.7873 -0.8941 -1.5144
0.0692 0.1674 0.1323
-0.0699 0.1462 0.0008
0.1061 0.2302 -0.0234

=====

# 4
Here is one molecule with the formula C15H12N4 from OMol25. Energies are from ωB97M-V with the def2-TZVPD basis set.

Summary:
HOMO-LUMO gap = 8.91 eV
Energy above the lowest of the compared OMol25 structures with the same formula, charge and spin = 0.000 eV
SMILES string = Cc1ncc2c(n1)-c1ccccc1[C@H]2n1ccnc1
Electronic energy = -21710.2736 eV
M = 248.289 g mol⁻¹

Cartesian coordinates (Å):
N  3.23944  -1.01123  2.79058
N  1.39884  0.40962  -2.86934
N  -0.90365  0.25273  -2.38570
C  2.71734  0.08109  2.34996
C  2.51620  -2.04006  2.21096
C  1.48969  -1.53937  1.45020
C  0.11947  0.29017  -3.26000
C  1.71270  0.58002  -1.56878
C  -0.57067  0.45273  -1.10802
C  -3.43184  -0.02375  1.31149
C  -2.74238  0.31563  2.49427
C  -2.81973  0.03849  0.06908
C  -1.36843  0.62664  2.46194
C  -1.47152  0.37487  0.04497
C  0.68854  0.65182  -0.62768
C  -0.74117  0.59103  1.22275
N  1.58850  -0.14838  1.56213
C  -0.14887  0.11978  -4.71876
C  0.71883  0.83404  0.88414
H  3.09965  1.06425  2.56427
H  2.72242  -3.11835  2.29703
H  0.83427  -2.16535  0.83602
H  2.76315  0.70379  -1.33191
H  -4.45184  -0.35028  1.35064
H  -3.30066  0.30146  3.41907
H  -3.35376  -0.18870  -0.83464
H  -0.80068  0.86256  3.35674
H  -0.66224  -0.83715  -4.85847
H  0.80586  0.07650  -5.24648
H  -0.68499  0.96640  -5.08510
H  1.03754  1.82904  1.21864

Cartesian forces, eV/Å:
0.5174 -1.1663 -0.1774
0.5414 0.1607 0.1138
0.1548 0.2805 -0.0872
-1.4350 0.1559 -0.5330
-0.5453 -0.0535 -0.2975
0.7882 -0.1288 0.4240
0.4938 -0.1292 1.6254
-1.1940 0.2629 -0.6058
-1.1173 -0.5851 -0.4574
0.5636 0.2781 0.3764
0.3114 -0.1614 -0.6880
0.5323 0.1666 0.5790
-0.6087 -0.2893 -0.4154
-0.5751 -0.2345 0.2673
2.3121 0.4309 -0.1684
-0.5359 0.4589 -0.2267
0.4773 -0.3847 -0.3265
0.8915 -0.7524 0.3726
0.1833 -0.7803 0.2429
-0.2391 0.2125 0.0103
0.1593 0.8828 0.2947
-0.0969 1.0015 0.2239
0.0107 -0.1549 0.0362
-0.4176 0.0460 0.2210
0.1507 0.0116 0.1479
-0.0900 -0.0270 -0.2530
-0.1647 -0.0892 -0.0097
-0.2473 0.4001 -0.1959
-0.1068 -0.0144 0.1016
-0.7579 0.3515 -0.3493
0.0437 -0.1498 -0.2457

=====

# 5
Here is C15H12N6O6SZr as an isolated structure from OMol25. Energies are from ωB97M-V with the def2-TZVPD basis set.

Summary:
HOMO-LUMO gap = 6.01 eV
Electronic energy = -49072.2210 eV
Net charge = +2
M = 495.588 g mol⁻¹

Cartesian coordinates (Å):
Zr  0.05268  0.24364  0.02004
C  3.48079  0.29041  -2.73711
C  2.31989  0.59189  -1.86509
N  1.61236  -0.34211  -1.28086
N  1.96181  -1.63370  -1.47071
C  1.20056  -2.56195  -0.95058
N  1.55602  -3.82563  -1.11674
S  -0.28507  -2.24283  -0.04818
C  1.85754  1.97308  -1.64851
C  2.45616  3.06471  -2.25147
C  1.92204  4.33106  -2.04808
C  0.80601  4.47811  -1.23666
C  0.26215  3.35006  -0.65663
N  0.76593  2.12279  -0.85245
H  3.69581  -0.77148  -2.70772
H  3.26862  0.57493  -3.77079
H  4.36056  0.84721  -2.40854
H  2.38620  -4.04286  -1.64667
H  1.00490  -4.57945  -0.74608
H  3.32954  2.93547  -2.87418
H  2.37108  5.19324  -2.52263
H  0.36673  5.44850  -1.05703
H  -0.60599  3.42849  -0.01166
O  0.90949  -0.48637  3.89165
C  0.29511  -0.19126  2.92662
O  0.79815  0.31566  1.78094
C  -1.20215  -0.48193  2.71794
C  -1.85776  -1.58540  3.26132
C  -3.05809  -1.98520  2.69754
C  -3.53620  -1.46530  1.50019
C  -2.86243  -0.37964  0.97462
C  -1.81762  0.22049  1.69068
N  -2.93928  -0.01123  -0.41206
O  -3.85470  -0.23388  -1.11032
O  -1.83130  0.47988  -0.86439
N  -3.80568  -3.13271  3.30345
O  -3.35795  -3.55858  4.33789
O  -4.76776  -3.51827  2.68157
H  -1.42055  -2.13870  4.08518
H  -4.35027  -1.95881  0.98128
H  -1.48731  1.23767  1.44423

Cartesian forces, eV/Å:
-0.7679 -0.6702 0.5990
0.0906 -0.0302 0.0576
-0.0318 -0.5358 -0.0765
0.6707 -0.1210 -0.7151
0.7320 -0.4778 -0.4258
-0.0735 0.5212 -0.0292
-0.0424 -0.1441 -0.0011
0.2658 0.0859 -0.2031
-0.0015 0.2761 -0.1234
0.0561 -0.1285 0.0373
-0.1176 -0.0076 0.0918
0.0893 0.0154 -0.0640
-0.0557 0.0101 0.0938
0.5546 0.4630 -0.6214
0.0320 0.0203 -0.0088
-0.0399 0.0569 0.0154
-0.0160 0.0290 -0.0102
0.0277 0.0141 0.0115
-0.0265 -0.0292 0.0078
-0.0279 -0.0381 -0.0153
0.0162 0.0019 0.0100
-0.0294 -0.0161 0.0242
-0.0178 0.0034 -0.0063
0.0262 0.0994 -0.1461
-0.6997 -0.3207 0.8890
0.5538 0.4531 0.8061
0.2378 0.4119 -0.2426
-0.0454 -0.1545 0.0993
0.1372 0.1629 0.0899
-0.1497 -0.0017 -0.4570
0.0693 -0.0451 1.1042
-0.0400 -0.2306 -0.0121
-0.0198 0.0361 -0.3442
-0.0770 0.0812 0.0348
-1.2451 0.4021 -0.5132
0.2161 -0.0212 -0.1922
-0.1614 0.0099 -0.0899
0.0944 0.0342 0.2025
-0.0429 -0.0154 -0.0050
0.0133 -0.0086 -0.0049
-0.1541 -0.1916 0.1333

=====

# 6
Here is C15H13BiClFeI2O6S as an isolated structure from OMol25. Energies are from ωB97M-V with the def2-TZVPD basis set.

Summary:
Multiplicity = 6
HOMO-LUMO gap (alpha / beta) = 5.69 / 5.01 eV
Energy above the lowest of the compared OMol25 structures with the same formula, charge and spin = 1.450 eV
⟨S²⟩ = 9.145
Electronic energy = -107785.9391 eV
Net charge = +4
M = 875.416 g mol⁻¹

Cartesian coordinates (Å):
I  1.35967  -3.49270  -0.39468
I  1.19957  2.68970  -0.99235
Bi  -0.66906  0.69577  0.42305
Fe  0.25090  -1.40930  -0.57465
S  1.60192  -0.39374  -1.93362
C  -1.29272  -1.91957  -1.36219
C  -0.47106  -1.90708  1.32793
C  0.90649  -0.14563  -3.58493
C  1.78919  0.91478  -4.23127
C  -0.54495  0.30684  -3.59162
C  1.05361  -1.50098  -4.27926
C  -1.48667  2.36156  2.45666
C  -2.38622  2.46582  -0.99155
O  -1.33217  -2.49788  1.87048
O  -2.18693  -2.63758  -1.57396
O  -1.64774  2.88063  3.45680
O  -2.87439  3.18884  -1.71964
H  1.45132  1.05806  -5.26092
H  2.83391  0.59125  -4.22855
H  1.69824  1.85362  -3.67546
H  -0.85550  0.40256  -4.64058
H  -0.64687  1.28002  -3.10536
H  -1.19909  -0.41834  -3.09202
H  0.76524  -1.39668  -5.33042
H  0.42761  -2.27512  -3.82085
H  2.09319  -1.83854  -4.22684
Cl  -0.60103  1.29340  8.21935
C  0.09222  0.78893  6.72828
C  0.27670  -0.57554  6.47200
C  0.73707  -0.97537  5.22362
C  1.00038  -0.02613  4.24247
C  0.92442  1.33583  4.53999
C  0.41573  1.75703  5.76334
C  1.13386  -0.45838  2.80263
O  1.08487  -1.69743  2.51112
O  1.20692  0.48344  1.93517
H  0.03662  -1.29521  7.24574
H  0.84915  -2.02776  5.00413
H  1.23033  2.06785  3.79726
H  0.27543  2.81375  5.99278

Cartesian forces, eV/Å:
1.0228 -1.4635 -0.1294
-0.1668 -0.7876 0.3575
1.2517 2.3472 0.8377
2.9696 -0.0099 0.6518
0.0312 0.4467 0.7594
-7.0447 -4.8465 -1.8869
-3.4143 -2.3952 1.3841
-0.8561 0.5234 -0.7172
0.4349 -0.1858 0.1522
-0.0835 -0.1395 0.1999
0.5215 -0.7769 0.3027
-0.5317 1.6360 3.1015
-1.4506 1.8622 -2.0691
3.5090 2.3847 -1.6957
3.8581 3.4463 0.5920
0.3113 -1.2946 -2.7533
1.1661 -1.7864 1.8884
0.0853 0.0793 0.0842
-0.0444 0.2039 -0.1761
0.0624 0.0677 -0.3301
-0.0830 0.0023 0.3063
-0.0806 0.0730 -0.1108
-0.0179 0.1752 -0.3516
0.0713 0.1212 0.1115
-0.0300 0.1472 -0.1152
-0.0729 -0.0780 -0.2785
0.8705 -0.6070 -1.6139
-1.1423 0.8557 1.9679
0.4092 -1.3282 -0.4663
-0.3897 -0.4537 1.0450
-0.0294 -0.1857 -0.2356
-0.3408 1.1756 0.7762
0.7741 0.7639 -1.2007
0.4104 -1.6113 0.2764
-0.3586 1.8437 0.4683
-1.6406 0.2393 -1.2019
0.0411 -0.0565 -0.0593
-0.0318 -0.0471 0.0136
-0.1081 -0.0898 0.1766
0.1171 -0.2514 -0.0614